No. 1
DFT (ωB97M-V with the def2-TZVPD basis set) results for a structure of composition C6H12O at a distorted geometry.

The value obtained for the energy above the lowest of the compared OMol25 structures with the same formula, charge and spin is 67.7 kcal per mole. Its net charge is 0. Its HOMO energy is -8.96 eV. The value obtained for the LUMO energy is 0.996 eV. The gap between HOMO and LUMO is 9.959 eV. The energy is -310.951384 a.u.

```
19
Properties=species:S:1:pos:R:3:lowdin_charge:R:1
C 1.668 1.269 -0.244 -0.07
C 0.619 0.202 0.032 -0.43
C 1.173 -1.212 0.127 -0.07
C -0.654 0.384 -0.661 -0.17
C -1.679 -0.671 -0.847 -0.11
C -1.960 0.040 0.408 -0.30
O -1.572 -0.419 1.615 -0.09
H 1.206 2.260 -0.332 0.08
H 2.379 1.280 0.581 0.08
H 2.232 1.076 -1.162 0.08
H 0.371 0.385 1.338 0.15
H 2.069 -1.191 0.752 0.08
H 1.440 -1.633 -0.848 0.09
H 0.430 -1.863 0.600 0.08
H -0.801 1.354 -1.141 0.13
H -2.369 -0.490 -1.662 0.11
H -1.357 -1.704 -0.767 0.11
H -2.643 0.896 0.394 0.14
H -0.552 0.038 1.817 0.12
```



No. 2
DFT (ωB97M-V with the def2-TZVPD basis set) results for a cluster of 2 separate species, C3H8NP in total at a distorted geometry.

The value obtained for the energy above the lowest of the compared OMol25 structures with the same formula, charge and spin is 61.6 kcal per mole. Its net charge is 0. Its HOMO energy is -8.64 eV. The value obtained for the LUMO energy is 0.905 eV. The gap between HOMO and LUMO is 9.543 eV. The energy is -515.082183 a.u.

```
13
Properties=species:S:1:pos:R:3:lowdin_charge:R:1
C -0.003 -0.127 0.337 -0.66
C 0.375 1.362 -1.332 0.04
C -0.168 -1.487 -0.240 -0.12
N -0.889 0.371 1.318 -0.26
P 0.780 0.419 1.855 0.85
H -0.513 1.243 -1.919 0.00
H 1.283 0.983 -1.759 0.00
H 0.468 2.285 -0.789 0.00
H -0.713 -2.116 0.467 0.08
H 0.796 -1.942 -0.453 0.07
H -0.745 -1.439 -1.163 0.07
H -1.344 1.257 1.139 0.05
H 0.674 -0.811 2.539 -0.10
```



> Number 2 is which compound?

C3H8NP



Repeat the first record exactly.
DFT (ωB97M-V with the def2-TZVPD basis set) results for a structure of composition C6H12O at a distorted geometry.

The value obtained for the energy above the lowest of the compared OMol25 structures with the same formula, charge and spin is 67.7 kcal per mole. Its net charge is 0. Its HOMO energy is -8.96 eV. The value obtained for the LUMO energy is 0.996 eV. The gap between HOMO and LUMO is 9.959 eV. The energy is -310.951384 a.u.

```
19
Properties=species:S:1:pos:R:3:lowdin_charge:R:1
C 1.668 1.269 -0.244 -0.07
C 0.619 0.202 0.032 -0.43
C 1.173 -1.212 0.127 -0.07
C -0.654 0.384 -0.661 -0.17
C -1.679 -0.671 -0.847 -0.11
C -1.960 0.040 0.408 -0.30
O -1.572 -0.419 1.615 -0.09
H 1.206 2.260 -0.332 0.08
H 2.379 1.280 0.581 0.08
H 2.232 1.076 -1.162 0.08
H 0.371 0.385 1.338 0.15
H 2.069 -1.191 0.752 0.08
H 1.440 -1.633 -0.848 0.09
H 0.430 -1.863 0.600 0.08
H -0.801 1.354 -1.141 0.13
H -2.369 -0.490 -1.662 0.11
H -1.357 -1.704 -0.767 0.11
H -2.643 0.896 0.394 0.14
H -0.552 0.038 1.817 0.12
```



> What is the formula in the second record?

C3H8NP